The following is a DFT calculation (ωB97M-V/def2-TZVPD) of 2 unconnected molecules or ions with the total composition H2NO2P.

The value obtained for the LUMO energy (spin up / spin down) is -1.950 / -1.951 eV. For the gap between HOMO and LUMO (spin up / spin down), the calculation gives 8.672 / 8.670 eV. The calculation puts the HOMO energy (spin up / spin down) at -10.62 / -10.62 eV. As for the electronic energy: -547.68654 Eh.

CARTESIAN COORDINATES (ANGSTROEM)
N 0.498 1.103 -0.867
O -1.186 -2.163 1.089
O -0.016 -0.680 -0.225
P -1.105 -0.711 0.922
H 1.622 0.989 -0.911
H 0.187 1.462 -0.008

***

The following is a DFT calculation (ωB97M-V/def2-TZVPD) of a gas-phase ion, H2NO2S (charge -1).

The value obtained for the LUMO energy is 4.200 eV. For the gap between HOMO and LUMO, the calculation gives 7.605 eV. The calculation puts the HOMO energy at -3.41 eV. As for the electronic energy: -604.58657 Eh. The net charge is -1.

CARTESIAN COORDINATES (ANGSTROEM)
N 0.008 -0.326 -0.056
O 0.286 -2.877 0.823
O 1.824 -0.513 1.753
S 1.064 -1.677 0.412
H 0.571 0.466 0.268
H -0.194 -0.319 -1.069

***

The following is a DFT calculation (ωB97M-V/def2-TZVPD) of a molecular structure, H2NO2S.

The value obtained for the LUMO energy (spin up / spin down) is 3.962 / 3.961 eV. For the gap between HOMO and LUMO (spin up / spin down), the calculation gives 8.422 / 8.423 eV. The calculation puts the HOMO energy (spin up / spin down) at -4.46 / -4.46 eV. As for the electronic energy: -604.48706 Eh. The net charge is -1.

CARTESIAN COORDINATES (ANGSTROEM)
N 0.918 0.438 0.954
O 0.717 -1.451 -0.777
O -0.858 1.058 -1.462
S 0.069 -0.295 -0.196
H 0.504 1.384 1.102
H -1.350 -1.134 0.378

***

The following is a DFT calculation (ωB97M-V/def2-TZVPD) of a gas-phase ion, H2NO3S (charge -1).

The structure (SMILES) is NS(=O)(=O)[O-]. The value obtained for the LUMO energy is 4.149 eV. For the gap between HOMO and LUMO, the calculation gives 8.947 eV. The calculation puts the HOMO energy at -4.80 eV. As for the electronic energy: -679.93053 Eh. The net charge is -1.

CARTESIAN COORDINATES (ANGSTROEM)
N -0.225 0.876 0.605
S 0.009 -0.611 -0.423
O -1.109 -1.425 -0.001
O -0.215 0.031 -1.707
O 1.354 -1.230 -0.301
H -0.267 0.857 1.607
H 0.453 1.501 0.219

***

The following is a DFT calculation (ωB97M-V/def2-TZVPD) of 2 unconnected molecules or ions with the total composition H2NO4P.

The value obtained for the LUMO energy (spin up / spin down) is 7.133 / 7.243 eV. For the gap between HOMO and LUMO (spin up / spin down), the calculation gives 6.677 / 5.641 eV. The calculation puts the HOMO energy (spin up / spin down) at 0.46 / 1.60 eV. As for the electronic energy: -698.14793 Eh. The net charge is -2.

CARTESIAN COORDINATES (ANGSTROEM)
N -0.932 1.610 -0.775
O -1.335 0.634 2.922
O -1.605 -0.981 0.966
O 2.048 -0.637 1.744
O -0.938 1.523 0.594
P -0.889 0.187 1.570
H -1.487 0.807 -1.122
H 1.567 -1.382 1.366

***

The following is a DFT calculation (ωB97M-V/def2-TZVPD) of a single H2NO4P molecule.

As for the spin multiplicity: 3. The value obtained for the LUMO energy (spin up / spin down) is 0.284 / -1.333 eV. For the gap between HOMO and LUMO (spin up / spin down), the calculation gives 8.820 / 10.680 eV. The calculation puts the HOMO energy (spin up / spin down) at -8.54 / -12.01 eV. As for the electronic energy: -698.20462 Eh.

CARTESIAN COORDINATES (ANGSTROEM)
N 0.353 -0.732 1.042
O 1.005 -1.693 0.809
O 0.780 1.102 0.420
O 0.116 -0.205 -1.586
O -1.810 0.605 0.085
P -0.398 0.203 -0.117
H -0.731 -0.392 -2.006
H 0.684 1.112 1.354

***

The following is a DFT calculation (ωB97M-V/def2-TZVPD) of 2 unconnected molecules or ions with the total composition H2NO4S.

The value obtained for the LUMO energy (spin up / spin down) is 3.834 / 3.969 eV. For the gap between HOMO and LUMO (spin up / spin down), the calculation gives 8.504 / 7.572 eV. The calculation puts the HOMO energy (spin up / spin down) at -4.67 / -3.60 eV. As for the electronic energy: -755.04030 Eh. The net charge is -1.

CARTESIAN COORDINATES (ANGSTROEM)
N 1.319 -0.738 0.226
O -1.347 0.537 1.297
O -0.975 0.963 -1.098
O -1.968 -1.205 -0.448
O 1.879 0.359 -0.421
S -1.163 0.005 -0.026
H 1.282 -0.629 1.234
H 0.972 0.708 -0.765

***

The following is a DFT calculation (ωB97M-V/def2-TZVPD) of a molecular structure, H2NO4S2.

The value obtained for the LUMO energy is 3.433 eV. For the gap between HOMO and LUMO, the calculation gives 6.990 eV. The calculation puts the HOMO energy at -3.56 eV. As for the electronic energy: -1153.27316 Eh. The net charge is -1.

CARTESIAN COORDINATES (ANGSTROEM)
N -2.579 0.158 -0.717
O 0.247 0.180 0.697
O 3.099 0.669 0.468
O 2.111 -0.868 -1.111
O -1.657 0.904 -0.978
S -2.764 -0.682 0.625
S 2.256 -0.452 0.229
H -0.206 -0.647 0.579
H -0.507 0.738 0.210

***

The following is a DFT calculation (ωB97M-V/def2-TZVPD) of a single H2NO5PS molecule.

The value obtained for the LUMO energy is -0.099 eV. For the gap between HOMO and LUMO, the calculation gives 11.860 eV. The calculation puts the HOMO energy at -11.96 eV. As for the electronic energy: -1171.75458 Eh.

CARTESIAN COORDINATES (ANGSTROEM)
N -0.060 -0.180 -0.273
O 2.162 -0.686 -1.078
O 2.335 1.654 -0.079
O 4.323 0.259 0.090
O 0.856 -2.796 0.062
O 2.180 -0.530 1.102
P 1.107 -1.346 -0.030
S 2.901 0.391 0.003
H -0.941 -0.312 0.209
H 0.493 0.719 -0.098

***

The following is a DFT calculation (ωB97M-V/def2-TZVPD) of a molecular structure, H2NOP.

The value obtained for the LUMO energy is -1.432 eV. For the gap between HOMO and LUMO, the calculation gives 8.910 eV. The calculation puts the HOMO energy at -10.34 eV. As for the electronic energy: -472.46707 Eh.

CARTESIAN COORDINATES (ANGSTROEM)
N 0.792 1.763 -0.072
O -0.005 0.363 -2.028
P 0.087 0.450 -0.587
H 0.256 -0.797 0.186
H -0.114 2.145 -0.626

***

The following is a DFT calculation (ωB97M-V/def2-TZVPD) of 2 unconnected molecules or ions with the total composition H2NOS2.

The value obtained for the LUMO energy is 3.722 eV. For the gap between HOMO and LUMO, the calculation gives 7.076 eV. The calculation puts the HOMO energy at -3.35 eV. As for the electronic energy: -927.54522 Eh. The net charge is -1.

CARTESIAN COORDINATES (ANGSTROEM)
N -0.721 -2.488 -1.121
O -1.166 -3.474 -1.732
S 0.652 0.657 0.758
S 0.058 -2.669 0.312
H 0.448 -0.727 0.609
H -0.151 0.882 -0.269

***

The following is a DFT calculation (ωB97M-V/def2-TZVPD) of a single H2NPS2 molecule.

The structure (SMILES) is Np1ss1. The value obtained for the LUMO energy is 0.101 eV. For the gap between HOMO and LUMO, the calculation gives 8.523 eV. The calculation puts the HOMO energy at -8.42 eV. As for the electronic energy: -1193.70169 Eh.

CARTESIAN COORDINATES (ANGSTROEM)
N -0.295 0.208 -0.078
P -1.776 0.417 -0.845
S -3.075 -1.250 -0.186
S -3.245 0.755 0.561
H 0.503 0.613 -0.567
H -0.407 0.170 0.999

***

How do the records compare in ΔE to the lowest compared entry with this formula, charge and spin? In the order shown, they have 3.455 1.818 4.526 0.415 3.798 1.526 2.126 1.712 0.513 3.093 1.117 0.072 eV.